Entry 1:
{
  "formula": "C2H4INS",
  "method": "ωB97M-V/def2-TZVPD",
  "elements": ["C", "C", "N", "S", "I", "H", "H", "H", "H"],
  "coordinates": [[-0.9833, -0.0151, -0.2980], [1.5793, 0.0593, 0.1607], [-1.2858, 0.9247, 0.3759], [0.3106, -0.8795, -0.8370], [-2.8257, -1.7055, -1.4495], [2.3416, -0.7926, 0.5337], [1.0113, 0.3209, 0.9865], [1.9754, 0.9420, -0.3479], [-2.1234, 1.1458, 0.8755]],
  "atomic_forces_ev_per_a": [[-1.97, -0.93, -0.46], [1.70, -3.01, -0.61], [0.18, 0.32, 0.30], [1.56, -0.02, -0.34], [0.84, 0.97, 0.65], [-1.38, 2.33, -1.17], [-0.67, 0.79, 1.75], [0.18, -0.52, 0.03], [-0.44, 0.07, -0.15]],
  "homo_lumo_gap_ev": 7.81,
  "total_energy_ha": -829.1771,
  "lumo_energy_ev": -0.8,
  "e_above_lowest_ev": 1.245,
  "charge": 0,
  "largest_force_ev_per_a": 3.510
}


Entry 2:
{
  "formula": "C2H4IPS",
  "method": "ωB97M-V/def2-TZVPD",
  "elements": ["C", "C", "P", "S", "I", "H", "H", "H", "H"],
  "coordinates": [[0.6578, 0.0547, -0.1172], [0.2044, -1.3019, 0.3485], [-0.7376, 1.8603, 0.6863], [2.0771, 0.3306, -0.7019], [-2.3955, 1.5338, -1.0997], [0.9570, -2.0975, -0.0277], [-0.6738, -1.4474, -0.2660], [-0.1512, -1.3271, 1.4611], [0.0618, 2.3944, -0.2833]],
  "atomic_forces_ev_per_a": [[-1.25, 0.44, 2.95], [-0.12, -0.39, -0.01], [1.00, -2.64, -1.22], [0.76, 0.86, -0.85], [-0.23, -0.05, 0.22], [-1.12, 1.21, 1.25], [-0.72, -0.46, 0.05], [0.99, -0.03, -2.06], [0.70, 1.04, -0.33]],
  "homo_lumo_gap_ev": 7.60,
  "total_energy_ha": -1115.7583,
  "lumo_energy_ev": -0.6,
  "e_above_lowest_ev": 1.853,
  "charge": 0,
  "largest_force_ev_per_a": 3.234
}


Entry 3:
{
  "formula": "C2H4InO2",
  "method": "ωB97M-V/def2-TZVPD",
  "elements": ["In", "O", "C", "C", "O", "H", "H", "H", "H"],
  "coordinates": [[0.1077, -3.9154, -3.8241], [-0.5253, 0.8178, -1.4128], [-0.4105, 0.9746, -0.0475], [0.4071, -0.0269, 0.9990], [0.3677, -1.4507, 0.6935], [-1.3775, 1.2638, 0.3640], [0.1032, 1.9317, 0.0429], [-0.0823, 0.0643, 1.9687], [1.4100, 0.3407, 1.2163]],
  "atomic_forces_ev_per_a": [[0.00, 0.08, 0.09], [0.93, -0.60, 4.32], [-3.02, 2.56, -5.72], [1.85, -7.14, 1.59], [-0.06, 6.15, 0.39], [-0.53, -1.45, 0.47], [1.76, -0.23, 0.56], [-1.24, 0.57, -0.39], [0.32, 0.06, -1.31]],
  "homo_lumo_gap_ev": 6.16,
  "total_energy_ha": -418.6832,
  "lumo_energy_ev": -6.7,
  "e_above_lowest_ev": 2.668,
  "charge": 1,
  "largest_force_ev_per_a": 7.550
}


Entry 4:
{
  "formula": "C2H4KN2O4",
  "method": "ωB97M-V/def2-TZVPD",
  "elements": ["K", "C", "O", "O", "O", "C", "O", "N", "N", "H", "H", "H", "H"],
  "coordinates": [[0.9026, -0.1122, 2.2070], [0.3051, -3.4262, 2.2541], [1.5055, -3.2008, 1.7932], [-0.1319, -4.6226, 2.3972], [-0.4820, -2.4055, 2.5344], [0.0537, 1.5577, -1.0156], [0.8799, 1.0318, -0.2513], [-1.2403, 1.1305, -1.0360], [0.4148, 2.4398, -1.9740], [-1.5531, 0.4055, -0.4194], [-1.7692, 1.5239, -1.7911], [-0.2288, 2.8857, -2.6022], [1.3439, 2.7924, -2.0962]],
  "atomic_forces_ev_per_a": [[-0.16, -1.65, -0.13], [-0.08, -0.93, -0.41], [-0.17, 0.82, 0.29], [0.24, 0.74, 0.05], [0.19, 1.00, 0.07], [1.15, -2.50, 1.16], [-0.64, 1.23, -0.39], [0.52, 1.49, -0.65], [-0.18, 1.16, -0.94], [-0.04, -0.19, -0.06], [-0.77, -0.53, 0.25], [-0.36, -0.22, 0.17], [0.29, -0.44, 0.61]],
  "homo_lumo_gap_ev": 2.75,
  "total_energy_ha": -1089.0882,
  "lumo_energy_ev": 1.7,
  "charge": -1,
  "largest_force_ev_per_a": 2.980
}


Entry 5:
{
  "formula": "C2H4LaO3",
  "method": "ωB97M-V/def2-TZVPD",
  "elements": ["O", "C", "La", "O", "O", "H", "C", "H", "H", "H"],
  "coordinates": [[-1.1887, 1.2931, -0.6194], [-0.1956, 0.9495, -0.0763], [2.8066, 0.1671, -0.2748], [0.2442, -0.3068, 0.0926], [0.9352, 1.6789, 0.0775], [0.8155, 2.6195, 0.2778], [-0.7020, -1.4038, 0.1233], [-0.0824, -2.3033, 0.1320], [-1.2962, -1.2890, 1.0345], [-1.3366, -1.4051, -0.7672]],
  "atomic_forces_ev_per_a": [[1.26, -0.16, 1.91], [-3.90, -0.14, -3.27], [-1.23, -0.12, 0.33], [2.72, 0.08, 0.34], [2.77, 0.82, 0.69], [-0.45, 0.83, -0.10], [-1.20, -1.45, -0.02], [-0.25, 0.07, 0.19], [0.13, -0.17, -0.16], [0.16, 0.26, 0.10]],
  "homo_lumo_gap_ev": 8.00,
  "total_energy_ha": -334.6210,
  "lumo_energy_ev": -16.5,
  "e_above_lowest_ev": 0.000,
  "charge": 3,
  "largest_force_ev_per_a": 5.088
}


Entry 6:
{
  "formula": "C2H4LiOTl",
  "method": "ωB97M-V/def2-TZVPD",
  "elements": ["O", "Li", "Tl", "C", "C", "H", "H", "H", "H"],
  "coordinates": [[-0.4088, -0.8023, 0.2107], [-1.4906, -2.1379, -0.0039], [1.3093, -0.3462, 0.6132], [0.6780, 1.8240, 0.7377], [-0.1931, 1.3360, -0.2861], [1.5054, 2.4728, 0.4277], [0.2561, 2.0231, 1.7293], [-0.5876, 0.9205, -1.2262], [-0.6145, 2.2739, -0.6782]],
  "atomic_forces_ev_per_a": [[-6.16, -1.20, -1.21], [-0.63, -0.55, -0.06], [7.29, 0.57, 2.72], [1.66, -2.04, -0.07], [-1.90, 3.41, -2.64], [-0.26, 0.28, -0.14], [-0.12, 0.13, -0.18], [2.12, -1.68, 0.08], [-2.01, 1.10, 1.49]],
  "homo_lumo_gap_ev": [6.93, 7.00],
  "total_energy_ha": -332.9063,
  "lumo_energy_ev": [-11.9, -11.8],
  "e_above_lowest_ev": 1.477,
  "charge": 2,
  "largest_force_ev_per_a": 7.799
}


Entry 7:
{
  "formula": "C2H4N2",
  "method": "ωB97M-V/def2-TZVPD",
  "elements": ["C", "C", "N", "N", "H", "H", "H", "H"],
  "coordinates": [[-2.2381, -0.2030, -0.3804], [-1.2006, 0.2572, -0.0562], [1.0364, -0.1481, -0.5176], [0.1429, 0.7389, 0.1563], [-3.2327, -0.6206, -0.3610], [0.8384, -0.0247, -1.5176], [0.7736, -1.1453, -0.1389], [0.3476, 0.5912, 1.1409]],
  "atomic_forces_ev_per_a": [[-10.58, -4.97, -6.49], [12.89, 6.77, 7.07], [0.51, -1.85, 0.33], [-4.02, -2.71, -0.88], [0.25, 0.23, 1.01], [0.09, -0.63, 0.61], [0.76, 2.18, -1.68], [0.10, 0.98, 0.03]],
  "s2": 2.0057,
  "homo_lumo_gap_ev": [5.12, 7.27],
  "multiplicity": 3,
  "total_energy_ha": -187.7751,
  "lumo_energy_ev": [0.9, -2.8],
  "e_above_lowest_ev": 5.221,
  "charge": 0,
  "largest_force_ev_per_a": 16.180
}


Entry 8:
{
  "formula": "C2H4N2O",
  "method": "ωB97M-V/def2-TZVPD",
  "elements": ["N", "C", "N", "C", "O", "H", "H", "H", "H"],
  "coordinates": [[-0.6810, -2.2637, 0.6494], [0.3918, -1.8793, 0.3888], [0.6797, 0.8551, 0.4132], [-0.0516, 1.3883, -0.6010], [-0.8081, 2.3325, -0.4963], [-1.5236, -2.7472, 0.8512], [1.0860, -0.0741, 0.3177], [0.4299, 1.1639, 1.3421], [0.1279, 0.8842, -1.5693]],
  "atomic_forces_ev_per_a": [[1.21, 0.20, -0.30], [-1.03, -0.91, 0.24], [-0.10, 0.27, -0.03], [0.02, 0.07, 0.01], [0.19, -0.26, 0.01], [-0.33, -0.04, 0.07], [-0.10, 0.62, -0.04], [0.13, 0.00, -0.05], [0.00, 0.04, 0.08]],
  "homo_lumo_gap_ev": 10.65,
  "total_energy_ha": -263.3196,
  "lumo_energy_ev": 0.9,
  "e_above_lowest_ev": 1.187,
  "charge": 0,
  "largest_force_ev_per_a": 1.389
}


Entry 9:
{
  "formula": "C2H4N2O",
  "method": "ωB97M-V/def2-TZVPD",
  "elements": ["C", "C", "N", "N", "O", "H", "H", "H", "H"],
  "coordinates": [[1.7155, 0.7490, -0.5734], [-2.2373, -1.0492, 0.0277], [1.8500, 0.7767, 0.7029], [2.1032, 0.9215, 1.8173], [-1.0691, -1.1085, -0.1270], [2.1738, 1.6621, -0.9825], [1.1797, -0.0036, -1.2663], [-2.9894, -1.2316, -0.7048], [-2.7265, -0.7164, 1.1061]],
  "atomic_forces_ev_per_a": [[-0.31, 0.18, -2.05], [-1.56, 1.28, 3.67], [0.54, -0.28, 2.47], [-0.83, -0.48, -2.29], [1.11, -0.19, -0.41], [-0.35, -0.64, -0.22], [0.92, 1.22, 2.09], [-0.61, -0.37, -1.18], [1.09, -0.71, -2.09]],
  "homo_lumo_gap_ev": 9.13,
  "total_energy_ha": -263.2368,
  "lumo_energy_ev": 0.8,
  "e_above_lowest_ev": 3.441,
  "charge": 0,
  "largest_force_ev_per_a": 4.188
}


Entry 10:
{
  "formula": "C2H4N2O",
  "method": "ωB97M-V/def2-TZVPD",
  "elements": ["C", "C", "N", "N", "O", "H", "H", "H", "H"],
  "coordinates": [[1.0511, -0.3145, 0.3981], [0.0627, -0.2428, -0.5165], [0.3442, 0.5682, 1.2445], [-0.5899, 0.7640, 0.2132], [-0.6120, -1.2479, -1.7428], [2.0354, -0.6266, 0.4060], [0.6531, 1.4363, 1.6535], [-1.5431, 0.5551, 0.3338], [-1.4013, -0.8917, -1.9898]],
  "atomic_forces_ev_per_a": [[-0.60, -0.19, -0.96], [-1.60, -2.32, -3.06], [-0.57, -0.45, 1.06], [-0.69, 0.42, -2.36], [6.12, 1.11, 4.84], [1.59, -0.72, 0.43], [0.74, 0.17, -0.40], [-1.49, -0.14, 1.29], [-3.50, 2.13, -0.84]],
  "homo_lumo_gap_ev": 9.40,
  "total_energy_ha": -263.1786,
  "lumo_energy_ev": 0.8,
  "e_above_lowest_ev": 5.024,
  "charge": 0,
  "largest_force_ev_per_a": 7.880
}